A molecular structure, C32H30IN4OPPdS. Source: the OMol25 dataset; level of theory: the ωB97M-V functional and the def2-TZVPD basis.

Calculated values
Charge   +2
HOMO level   -13.299 eV
LUMO level   -5.74 eV
ΔE to the lowest compared entry with this formula, charge and spin   0.1 kJ/mol

Structure (XYZ):
```
71
Properties=species:S:1:pos:R:3:mulliken_charge:R:1
I -1.090 -2.259 0.640 0.324
Pd -0.226 -0.088 -0.207 0.294
S 1.043 0.944 2.525 0.682
P -0.728 -0.481 -2.327 1.180
O -0.235 0.376 1.878 -0.769
N 4.012 1.224 -1.282 0.063
N 2.478 -0.150 -0.494 0.068
N 0.398 1.797 -0.773 0.812
N 1.785 3.391 -1.288 0.049
C -3.643 1.716 -4.200 -0.870
C 3.678 -0.800 -0.554 -0.668
C -2.467 1.024 -3.960 -0.105
C 2.897 0.897 -4.788 -0.785
C -1.511 -4.931 -0.377 -0.680
C -1.451 -3.239 -5.135 -1.395
C -1.783 -5.838 -2.555 -0.863
C 2.709 1.071 -0.936 -0.217
C -4.573 1.887 -3.183 -0.570
C -1.095 -2.162 -2.967 1.080
C -1.643 -4.439 -4.524 -0.824
C -0.324 2.958 -0.916 -1.072
C 1.391 -0.034 5.031 -0.584
C 0.534 3.961 -1.238 -0.709
C 0.645 0.070 -3.374 1.054
C -1.168 -2.122 -4.344 -0.279
C 1.702 -0.814 -3.595 -0.909
C 4.643 0.034 -1.043 -0.498
C -2.205 0.504 -2.691 1.404
C -1.316 -3.682 -0.896 0.242
C 2.821 -0.401 -4.297 -0.751
C -3.144 0.681 -1.674 -0.660
C 0.737 1.378 -3.844 -0.614
C -4.323 1.366 -1.922 -0.723
C 1.733 -0.377 3.583 -0.666
C 0.457 1.915 3.942 -0.749
C 1.333 1.484 5.114 -0.622
C -1.577 -4.556 -3.117 1.004
C 1.855 1.785 -4.558 -0.973
C -1.745 -6.033 -1.209 -0.911
C -1.319 -3.411 -2.295 0.114
C 1.671 2.078 -1.005 0.019
H -5.492 2.424 -3.375 0.432
H 3.630 -1.098 -4.474 0.509
H -1.848 -5.332 -5.102 0.436
H 1.903 2.794 -4.950 0.496
H 5.692 -0.106 -1.240 0.455
H 1.303 -1.311 3.224 0.265
H -1.972 -6.664 -3.228 0.415
H -3.836 2.117 -5.186 0.444
H -0.583 1.618 4.091 0.299
H 0.374 5.007 -1.430 0.440
H -0.061 2.086 -3.658 0.596
H 3.783 -1.829 -0.254 0.501
H 0.903 1.833 6.051 0.361
H -1.762 0.897 -4.770 0.331
H 2.125 -0.461 5.712 0.352
H 2.332 1.918 5.031 0.295
H 0.417 -0.452 5.290 0.316
H 3.762 1.212 -5.357 0.469
H 2.637 3.886 -1.490 0.204
H -5.048 1.488 -1.128 0.460
H 1.649 -1.833 -3.228 0.502
H -1.392 2.981 -0.789 0.538
H -1.501 -3.139 -6.210 0.472
H 4.454 2.037 -1.676 0.191
H 2.805 -0.389 3.392 0.408
H 0.504 2.971 3.687 0.426
H -0.982 -1.189 -4.862 0.247
H -1.494 -5.085 0.696 0.424
H -2.958 0.278 -0.685 0.382
H -1.900 -7.011 -0.775 0.417
```

---

2 unconnected molecules or ions with the total composition C3H6S2 in a non-equilibrium geometry. Source: the OMol25 dataset; level of theory: the ωB97M-V functional and the def2-TZVPD basis.

Calculated values
HOMO level   -8.979 eV
LUMO level   -0.36 eV
ΔE to the lowest compared entry with this formula, charge and spin   408.6 kJ/mol

Structure (XYZ):
```
11
Properties=species:S:1:pos:R:3:mulliken_charge:R:1
S 1.285 1.109 1.624 -0.209
S 1.288 1.819 -0.372 0.110
C -0.053 2.773 -0.173 -0.355
C -0.771 -1.709 -0.774 -0.511
C -0.646 -1.253 0.452 -0.332
H -0.519 -1.966 1.291 0.198
H -0.608 -2.784 -1.076 0.194
H -0.563 -0.176 0.609 0.261
H -1.070 -1.138 -1.648 0.232
H -0.392 3.307 -1.136 0.223
H 2.047 0.019 1.202 0.188
```

---

A molecular structure, C40H44N5PS4SeTi. Source: the OMol25 dataset; level of theory: the ωB97M-V functional and the def2-TZVPD basis.

Calculated values
2S+1   2
Charge   +1
HOMO level (alpha / beta)   -9.665 / -9.793 eV
LUMO level (alpha / beta)   -3.99 / -4.02 eV
ΔE to the lowest compared entry with this formula, charge and spin   0.0 kJ/mol

Structure (XYZ):
```
96
Properties=species:S:1:pos:R:3:mulliken_charge:R:1
Se -1.284 1.622 -3.638 0.316
Ti 1.737 0.972 -1.327 0.060
S 3.596 2.051 -2.597 -0.508
S 3.515 -0.671 -0.623 -0.242
S 0.284 0.715 0.611 1.025
S 0.815 3.408 -1.134 -0.274
P -2.869 -1.941 0.821 0.661
N 0.229 0.994 -2.953 0.260
N 3.030 2.111 0.340 1.076
N -0.986 0.920 -5.227 -0.817
N 2.008 -0.313 -3.613 0.293
N 0.715 -1.248 -1.388 0.063
C -0.742 -1.077 4.181 -0.625
C 4.623 1.985 2.114 -1.080
C 3.718 -0.097 1.078 -1.157
C -0.090 3.460 0.386 0.332
C 0.165 0.281 -5.171 0.331
C 2.311 4.249 -0.593 -1.446
C 3.796 1.396 1.175 0.629
C -2.851 0.027 4.493 -0.817
C -3.993 -1.107 -1.538 -1.796
C 0.838 -0.409 -6.239 -0.578
C -1.487 3.616 2.756 -0.481
C -3.274 -0.437 3.254 -0.238
C -3.318 0.661 0.057 -1.633
C 0.241 -2.288 -1.330 0.449
C -4.908 -3.209 2.460 -1.684
C -4.571 -4.044 0.122 -1.824
C 3.081 3.446 0.417 0.756
C 4.994 1.033 -2.250 1.035
C -1.586 -0.298 4.963 -0.798
C 2.030 -0.969 -5.947 -0.934
C 4.994 -0.098 -1.422 0.196
C 6.149 -0.860 -1.225 -0.593
C -1.312 4.768 1.990 -0.996
C 2.586 -0.905 -4.608 -0.242
C -1.164 -1.520 2.935 -0.499
C 0.826 0.306 -3.908 0.575
C -2.855 -4.466 1.868 -1.700
C 3.865 4.104 1.351 -0.977
C -2.441 -1.221 2.455 0.714
C -0.323 -3.636 -1.224 -0.987
C -0.261 2.299 1.132 -0.044
C 6.215 1.369 -2.858 -0.902
C -0.977 2.403 2.334 -0.662
C -3.879 -3.447 1.349 1.895
C -0.619 4.684 0.798 -0.539
C 4.651 3.364 2.213 -0.751
C 7.338 -0.499 -1.826 -0.735
C 7.359 0.626 -2.647 -0.601
C -5.458 -0.572 0.403 -1.814
C -4.003 -0.707 -0.051 2.186
H -5.649 -2.455 2.202 0.282
H -0.490 5.563 0.176 0.559
H 0.398 -0.457 -7.226 0.502
H 4.598 -0.567 1.512 0.607
H 8.281 0.923 -3.132 0.400
H 0.247 -1.334 4.540 0.443
H 2.036 5.221 -0.189 0.660
H 3.537 -1.385 -4.402 0.530
H -4.273 -0.188 2.915 0.001
H 2.826 -0.459 1.596 0.329
H -2.298 0.621 -0.334 -0.213
H -0.060 -4.060 -0.257 0.274
H -5.547 -0.178 1.417 0.249
H -5.970 0.130 -0.262 0.506
H 6.100 -1.743 -0.598 0.507
H -1.405 -3.571 -1.288 0.032
H -5.444 -4.142 2.662 0.542
H -1.128 1.509 2.927 0.263
H -3.892 1.392 -0.524 0.626
H 5.281 3.853 2.943 0.428
H 2.594 -1.492 -6.708 0.424
H -4.963 -5.033 0.371 0.528
H 6.243 2.238 -3.502 0.484
H -4.425 -0.295 -2.131 0.518
H -2.034 3.666 3.689 0.476
H -2.337 -4.100 2.756 0.336
H 5.232 1.363 2.757 0.541
H -3.516 0.633 5.096 0.487
H -3.881 -4.166 -0.718 0.256
H -1.722 5.715 2.315 0.401
H -5.999 -1.515 0.352 0.357
H -4.422 -2.903 3.386 0.299
H 0.067 -4.267 -2.022 0.478
H -1.259 0.056 5.932 0.395
H -2.974 -1.276 -1.895 0.186
H 3.861 5.185 1.383 0.543
H -3.257 1.022 1.085 0.215
H 8.231 -1.087 -1.667 0.403
H -5.410 -3.435 -0.216 0.323
H -4.581 -2.005 -1.733 0.327
H 2.919 4.394 -1.487 0.532
H -2.103 -4.714 1.110 0.234
H -0.493 -2.102 2.314 0.340
H -3.373 -5.390 2.140 0.507
```

---

A molecular structure, C5H10N in a non-equilibrium geometry. Source: the OMol25 dataset; level of theory: the ωB97M-V functional and the def2-TZVPD basis.

Calculated values
Charge   +1
HOMO level   -14.317 eV
LUMO level   -3.41 eV
ΔE to the lowest compared entry with this formula, charge and spin   307.7 kJ/mol

Structure (XYZ):
```
16
Properties=species:S:1:pos:R:3:mulliken_charge:R:1
N 1.063 -0.689 0.476 -0.237
C -0.597 0.693 1.791 -1.213
C 0.258 0.675 0.592 -0.251
C -0.854 0.658 -2.137 -0.718
C -0.324 0.019 -1.129 0.469
C 0.196 -1.203 -0.664 -0.502
H 1.020 1.340 0.425 0.517
H 0.847 -1.850 -1.390 0.368
H -1.145 -0.155 1.956 0.413
H -0.642 -1.912 -0.228 0.250
H 1.228 -1.357 1.214 0.311
H -1.101 1.560 1.576 0.355
H -1.175 1.735 -2.131 0.260
H -0.865 0.242 -3.188 0.259
H 2.043 -0.594 0.130 0.363
H 0.047 0.837 2.707 0.357
```

---

What are the total energy values for these records? In order: -2696.36914, -914.12004, -7009.35782, -250.88810 a.u..